C5H10NO3 | ωB97M-V/def2-TZVPD

```
19
Properties=species:S:1:pos:R:3:forces:R:3
O 0.51167 -0.21680 2.69944 -0.10 -0.02 0.10
O -2.20561 -1.26036 -2.14515 0.01 -0.19 -0.24
O 1.55612 -0.52185 0.72604 -0.16 -0.34 -0.14
N 0.02795 -1.52917 -1.71713 -0.08 0.42 -0.14
C -1.51442 -1.66928 0.10975 -0.58 0.20 0.46
C 0.59098 1.60867 1.15029 -0.34 -0.21 -0.36
C -1.29359 -1.46990 -1.36283 0.18 0.08 0.24
C 0.92150 0.14532 1.58618 0.43 0.60 -0.22
C 1.14490 2.01079 -0.22451 0.04 0.16 0.62
H -1.17210 -0.79619 0.66437 0.23 -0.01 -0.04
H -2.57982 -1.74079 0.31660 -0.07 -0.18 -0.16
H -0.99088 -2.52413 0.53135 0.13 0.02 -0.14
H 2.17349 1.68939 -0.38394 0.00 -0.09 0.19
H 0.22055 -1.18144 -2.64574 -0.09 -0.02 0.00
H 1.11487 3.10276 -0.31386 -0.16 -0.09 -0.30
H 0.81328 2.35719 1.91451 0.26 -0.28 0.15
H 0.53711 1.53128 -0.98317 -0.02 0.13 -0.37
H 0.64790 -1.15379 -0.99695 0.34 -0.28 0.27
H -0.50390 1.61829 1.07476 -0.02 0.10 0.09
```
Forces are in eV/Å.

Its relative energy (zero: lowest compared OMol25 entry of this formula, charge and spin) is 0.085 eV. For the electronic energy, the calculation gives -12982.521 eV. The charge is -1. The calculation puts the HOMO energy at -4.59 eV. For the max |F|, the calculation gives 0.77 eV/A.

***

C5H10NO3 | ωB97M-V/def2-TZVPD

```
19
Properties=species:S:1:pos:R:3:forces:R:3
O 0.75888 1.40280 1.97221 0.05 0.11 0.14
O 0.81906 -0.50915 0.78351 0.11 0.15 0.60
O -2.21001 -1.06699 -2.45037 0.26 -0.26 -0.49
N -0.41885 -1.87244 -1.34255 0.10 0.26 -0.29
C -1.08731 0.52172 -1.14517 2.14 1.23 0.06
C -1.21303 -0.84660 -1.76741 -0.97 -0.10 1.07
C 1.33817 0.42518 1.47736 -0.50 -1.44 -0.84
C 2.84375 0.32280 1.58919 1.08 1.00 -1.05
C -2.06875 0.68924 0.03652 0.47 0.83 -0.52
H -1.08224 1.30599 -1.90444 -1.36 -0.19 -0.46
H -2.34871 1.75459 0.12005 -0.11 -0.43 -0.11
H -1.50639 0.47553 0.94304 -0.22 -0.38 0.08
H 3.34499 -0.61105 1.79794 -0.54 -0.56 0.54
H -0.06975 0.79474 -0.78825 -0.52 -1.10 0.34
H -2.95987 0.07678 -0.10518 0.03 0.06 0.15
H 3.26049 0.53589 0.57891 -0.35 0.21 0.38
H -0.88101 -2.76236 -1.39917 0.16 -0.17 -0.21
H 3.17955 1.11071 2.23867 0.46 0.25 0.44
H 0.30099 -1.74738 -0.63485 -0.30 0.53 0.16
```
Forces are in eV/Å.

Its relative energy (zero: lowest compared OMol25 entry of this formula, charge and spin) is 0.596 eV. For the electronic energy, the calculation gives -12982.010 eV. The charge is -1. The calculation puts the HOMO energy at -4.68 eV. For the max |F|, the calculation gives 2.47 eV/A.

***

C5H10NO7S2 | ωB97M-V/def2-TZVPD

```
25
Properties=species:S:1:pos:R:3:forces:R:3
S 2.71713 1.66032 0.45921 -0.49 1.22 0.31
S 3.40711 -0.44084 -0.93248 0.07 0.44 -0.88
O 4.44967 -0.03358 -0.06251 1.20 -0.88 0.71
O 0.77524 -1.95502 1.19799 0.78 1.01 -0.49
O 2.38224 -1.36655 -0.27984 0.50 -0.89 -1.34
O 1.91731 2.89161 0.39649 -0.24 -0.72 -0.13
O 3.72835 -0.92565 -2.21684 -0.06 -0.62 -0.67
O 2.59337 -0.64773 1.92715 -0.59 0.99 -0.07
O 2.59053 0.89659 -1.12815 -0.47 0.51 0.52
N -1.91761 0.02418 0.00219 0.10 2.31 -0.70
C -2.29659 -1.27670 0.43057 1.54 -1.42 -2.59
C -1.22860 0.33593 -1.23910 -0.09 -1.63 -0.35
C 1.65407 -1.09446 0.95995 -1.39 -0.62 1.55
C 1.72259 0.38314 1.30657 1.16 -0.54 0.26
C -3.09228 0.86848 0.12785 0.66 -1.23 -0.96
H -3.18219 1.71066 -0.49525 0.96 1.44 -0.84
H -3.05219 1.17208 1.11994 -1.23 0.55 1.98
H -1.12294 1.37910 -1.21962 0.55 1.52 0.02
H -3.91593 0.30594 -0.26363 -1.37 -0.61 0.66
H -2.95711 -1.17959 1.24963 -0.29 -0.21 1.21
H -0.24155 -0.11201 -1.19376 0.15 -0.16 -0.40
H -1.70946 0.16322 -2.27514 0.10 -0.55 1.37
H -1.40041 -1.92616 0.54874 -0.64 0.50 0.54
H 1.05397 0.87898 1.98409 -0.49 0.05 0.18
H -2.87472 -1.71194 -0.40408 -0.42 -0.48 0.12
```
Forces are in eV/Å.

Its relative energy (zero: lowest compared OMol25 entry of this formula, charge and spin) is 1.571 eV. For the electronic energy, the calculation gives -42837.738 eV. The charge is -1. The calculation puts the HOMO energy at -5.20 eV. For the max |F|, the calculation gives 3.32 eV/A.

***

C5H10NOPS | ωB97M-V/def2-TZVPD

```
19
Properties=species:S:1:pos:R:3:forces:R:3
S 1.02711 0.65179 2.10589 -0.11 -0.54 -1.24
P 0.45467 0.26431 0.28692 0.41 -1.65 1.52
O 0.25474 -1.71747 -0.15777 -1.04 3.68 -2.14
N 0.35984 -4.05683 -0.47060 -0.40 0.31 -0.95
C -1.21637 0.93313 -0.16356 -1.56 -4.13 3.11
C 1.51599 0.65470 -1.08396 -1.67 -1.55 -0.80
C 2.82269 0.64405 -1.14969 1.64 -0.73 1.58
C 0.47797 -2.94794 0.15936 1.22 -2.66 2.90
C -1.78730 1.72172 1.06468 -1.42 0.56 -1.27
H 0.83997 0.45158 -1.91998 0.59 0.87 -0.60
H -1.86012 -0.02230 -0.38851 1.15 1.72 0.30
H -1.63281 1.11677 2.00272 0.11 1.41 -0.84
H 0.81811 -3.06115 1.18238 0.25 0.35 0.78
H -1.35187 2.75776 0.89709 -0.16 -1.25 1.44
H -1.19117 1.51635 -0.99767 0.39 1.49 -2.44
H -2.92662 1.92272 0.95087 1.81 -0.70 -0.01
H 0.58385 -4.92682 0.08895 -0.22 1.97 -0.49
H 3.41496 0.41186 -0.25337 -0.48 0.62 0.11
H 3.50400 0.67743 -1.97551 -0.51 0.24 -0.96
```
Forces are in eV/Å.

As for the SMILES: [H]/N=C/O[P@@](=S)(C=C)CC. Its relative energy (zero: lowest compared OMol25 entry of this formula, charge and spin) is 2.606 eV. For the electronic energy, the calculation gives -29006.186 eV. The charge is 0. The calculation puts the HOMO energy at -8.85 eV. For the max |F|, the calculation gives 5.40 eV/A.

***

C5H10NOS | ωB97M-V/def2-TZVPD

```
18
Properties=species:S:1:pos:R:3:forces:R:3
S 0.23410 3.25951 -0.64269 0.27 0.82 -0.63
O -0.81731 -2.65294 -0.19892 1.05 1.63 1.00
N -0.98882 -0.42421 0.14553 -1.30 -0.31 -0.32
C -0.62871 1.07742 0.24598 1.87 -2.81 0.26
C 1.66717 -2.98319 0.75417 0.29 -0.46 0.71
C 0.92703 -1.65057 1.10596 3.31 -0.75 -1.24
C -0.65356 1.64030 -1.13494 -0.04 3.96 2.70
C -0.31464 -1.60081 0.29788 -3.05 -0.25 -1.18
H 1.01920 -3.82985 0.66789 -0.86 -0.27 0.11
H 0.03768 1.25453 -1.85048 -0.61 -0.79 -0.69
H 0.37699 1.37351 0.73369 -1.26 -1.45 -0.73
H -1.34511 1.43164 0.94083 -0.88 0.95 0.17
H 1.70093 -0.90854 0.81095 -0.96 0.25 -0.17
H 2.24124 -3.05079 -0.17381 -0.19 0.86 -0.12
H 0.89949 -1.47406 2.17679 -0.85 -0.31 0.12
H -1.95223 -0.54821 -0.34011 2.55 0.05 1.00
H -1.61879 2.17937 -1.24578 0.36 -1.42 -1.39
H 2.37143 -3.28577 1.52135 0.30 0.31 0.41
```
Forces are in eV/Å.

As for the SMILES: CCC(=O)NCC[S-]. Its relative energy (zero: lowest compared OMol25 entry of this formula, charge and spin) is 1.845 eV. For the electronic energy, the calculation gives -19719.700 eV. The charge is -1. The calculation puts the HOMO energy at -2.68 eV. For the max |F|, the calculation gives 4.79 eV/A.

***

C5H10NOS | ωB97M-V/def2-TZVPD

```
18
Properties=species:S:1:pos:R:3:forces:R:3
S 2.07793 0.50272 1.88977 -0.53 -0.19 0.02
O -0.63217 -2.13837 -0.35095 0.25 -0.04 0.15
N -1.38009 -0.31521 -1.40990 0.22 0.35 -0.77
C -0.80133 -0.93389 -0.35343 -0.32 -0.11 0.20
C -1.31044 1.11173 -1.69761 -0.09 -0.26 -0.05
C -0.48608 -0.05418 0.84376 0.61 -1.19 0.65
C 0.00664 1.56450 -2.30927 -0.15 -0.13 0.20
C 0.66793 -0.66773 1.66007 1.50 1.33 0.01
H -2.10810 1.30397 -2.41188 -0.15 0.18 0.04
H -1.37391 -0.88556 -2.24629 -0.20 -0.21 0.20
H -0.16800 0.93069 0.54185 -0.26 0.33 0.02
H 0.85793 1.37701 -1.65678 -0.01 0.12 0.21
H 0.20046 0.99769 -3.21821 -0.04 0.19 -0.23
H 0.46434 -1.03537 2.65894 -0.45 -0.26 -0.13
H -0.07688 2.63275 -2.51274 0.28 -0.05 -0.20
H -1.37088 -0.03156 1.48641 -0.05 0.32 -0.24
H -1.54227 1.65806 -0.79012 -0.08 0.16 0.02
H 1.25136 -1.41355 1.11854 -0.54 -0.53 -0.11
```
Forces are in eV/Å.

Its spin multiplicity is 2. Its relative energy (zero: lowest compared OMol25 entry of this formula, charge and spin) is 0.098 eV. For the electronic energy, the calculation gives -19719.017 eV. The charge is 0. The calculation puts the HOMO energy (spin up / spin down) at -9.33 / -8.94 eV. For the max |F|, the calculation gives 2.00 eV/A.